A 10-piece molecular cluster, C54H129O37P7 overall at a distorted geometry, computed with ωB97M-V/def2-TZVPD.

Positions of all 227 atoms, in Å:
P: 1.48570 -16.34088 -23.61963
P: -15.14627 1.72040 -29.92223
P: -10.16364 -1.68260 -19.92681
P: -6.38686 5.58608 -27.43566
P: -7.84120 -1.56428 -35.15196
P: -5.87747 -10.48847 -31.06658
P: 0.45524 0.25547 -24.43625
O: -7.63317 -0.58230 -33.80416
O: -5.95185 -10.53201 -32.54784
O: -5.87146 -3.54325 -25.87777
O: -6.09214 5.70169 -25.86590
O: 3.74985 -11.60553 -30.14781
O: -15.95485 0.51156 -29.91047
O: 1.66818 -0.85641 -24.49502
O: -5.72543 4.39141 -28.13489
O: 1.20537 1.54818 -23.73505
O: -7.32876 -3.01084 -34.53294
O: -10.25038 -3.22486 -20.30267
O: -10.26519 -1.58185 -18.30538
O: 3.35589 -10.51838 -32.16854
O: -4.96275 -4.80013 -24.20859
O: -13.80556 1.77208 -28.95768
O: -14.50254 2.14871 -31.38424
O: 0.35705 0.61723 -26.03409
O: -5.89733 7.01293 -27.98620
O: -16.04257 3.02688 -29.40872
O: 2.51543 -15.84287 -22.47093
O: -4.65698 -5.20120 -26.42965
O: 0.73337 -14.96829 -24.05032
O: -9.22314 -1.56159 -35.72100
O: -8.96367 -0.98171 -20.49032
O: 0.62289 -17.52971 -23.47890
O: -11.62646 -1.19209 -20.38004
O: -7.26780 -9.98361 -30.38598
O: 1.65365 -9.08885 -24.04480
O: 2.56181 -16.60741 -24.84411
O: 1.70484 -9.95207 -21.90774
O: -4.70963 -9.44970 -30.42419
O: -0.78505 -0.19253 -23.77526
O: -6.60927 -1.23101 -36.15158
O: -7.98161 5.69175 -27.60941
O: -5.62325 -11.90664 -30.34388
O: 3.24545 -10.52990 -23.42409
O: 3.84670 -12.77211 -31.88700
C: -18.35515 2.83366 -30.02106
C: 3.84254 -13.00212 -33.25671
C: -9.25234 -5.50131 -20.49107
C: -6.09484 -14.17244 -29.90170
C: -15.69587 1.32823 -33.41177
C: -6.60657 -1.91861 -37.41732
C: -1.08274 -13.61403 -24.68333
C: -8.71784 6.83210 -27.25981
C: -9.12311 -4.04308 -19.96127
C: 2.10743 -9.84916 -23.20500
C: -6.12058 4.58730 -25.03496
C: -0.56329 -15.10012 -24.54118
C: 3.58881 -11.52465 -31.49449
C: -5.09576 -4.53177 -25.40023
C: -11.81773 -0.57584 -21.66637
C: -12.73672 2.63769 -29.23104
C: -6.59894 -2.67856 -24.94688
C: -5.66774 7.28358 -29.38491
C: -8.61759 -9.07613 -28.72196
C: -3.67196 -6.16579 -26.24605
C: -17.03737 3.56754 -30.20838
C: 2.77219 -15.68604 -25.80382
C: -14.46791 1.16920 -32.48713
C: 2.39738 0.77759 -21.84142
C: -4.38487 -8.17920 -31.05514
C: 3.34520 -16.76603 -21.76670
C: 3.92882 -11.30516 -22.41017
C: -3.70631 -8.39357 -32.40557
C: 0.47827 -9.23916 -21.60245
C: -5.37489 -2.79905 -37.40375
C: 1.92988 -10.03608 -29.71274
C: -0.64470 1.42936 -26.56526
C: -7.51629 -10.03685 -28.99264
C: -10.04190 -0.35990 -17.66324
C: -8.01617 -4.19611 -34.83210
C: -6.92856 7.85447 -30.13164
C: 2.52474 -2.82964 -25.48173
C: -0.29733 2.89771 -26.49585
C: 3.32178 -10.52725 -29.32330
C: -8.91478 6.97561 -25.77027
C: -7.43171 -1.64453 -25.76953
C: 5.04190 -12.11499 -23.04906
C: -7.16247 -5.14492 -35.66882
C: -5.59531 0.65356 -33.78491
C: -11.41106 0.23702 -17.32497
C: -11.89920 -1.55519 -22.83158
C: -11.64516 1.85950 -30.10456
C: -6.46324 -12.96764 -30.71030
C: 4.31454 -16.07696 -20.86676
C: -6.35853 -0.48058 -33.14625
C: 1.32759 -2.26409 -24.62957
C: 3.83069 -16.28563 -26.68772
C: -4.83296 4.53119 -24.25900
C: 1.26578 1.62355 -22.29481
H: 3.41750 -10.94245 -28.32004
H: 0.01114 -9.61867 -20.69367
H: 2.87559 -12.90807 -33.75094
H: -9.28643 6.05369 -25.32302
H: -8.35917 -6.10571 -20.33285
H: 2.43784 -3.88032 -25.75855
H: -6.58679 -15.08007 -30.25141
H: 1.25436 -10.86875 -29.51671
H: 3.09837 -14.75155 -25.34728
H: -12.05971 0.50422 -18.15921
H: -8.24692 -8.05263 -28.66583
H: -4.92677 3.89667 -23.37770
H: -7.90259 -0.90124 -25.12619
H: -18.21964 1.76140 -30.16245
H: -14.31322 0.16020 -32.10492
H: 4.19984 -10.67564 -21.56261
H: -6.92394 4.81550 -24.33450
H: -7.25640 8.72883 -29.56941
H: 4.05956 -9.73339 -29.43974
H: 5.23339 -15.78752 -21.37670
H: -3.95013 -6.97935 -25.57610
H: -4.45988 5.53144 -24.03900
H: 1.09544 -2.76570 -23.69011
H: 4.39527 -12.28878 -33.86805
H: 3.91905 -17.37923 -22.46152
H: -10.69327 2.39027 -30.08717
H: 0.59101 -8.15708 -21.53542
H: -19.13739 3.12727 -30.72106
H: -7.56384 -2.42103 -37.55627
H: 4.29775 -15.51116 -27.29612
H: -6.38804 -13.13911 -31.78411
H: -7.93800 7.15392 -25.32061
H: -5.97524 -2.18285 -24.20298
H: -8.20150 -3.57834 -20.31163
H: 0.68976 3.02770 -26.93954
H: -5.30413 -3.44924 -38.27573
H: 0.32527 1.39942 -21.79152
H: -3.66559 -7.68230 -30.40412
H: -11.99363 -0.39430 -16.65404
H: 1.53595 2.66430 -22.11604
H: -0.94744 3.55325 -27.07528
H: 3.53917 -17.06654 -27.39008
H: -1.92274 -13.56145 -25.37596
H: -7.80173 7.20217 -30.11823
H: 1.81653 -9.17044 -29.06012
H: -5.02745 -14.36068 -30.01722
H: 3.51917 -2.68397 -25.05984
H: -1.62368 1.22490 -26.13179
H: -17.04180 4.64535 -30.04589
H: -9.55090 7.83279 -25.54962
H: 1.85491 -15.49848 -26.36196
H: -2.84122 -9.04010 -32.25814
H: -11.57640 0.85312 -29.69157
H: -0.39553 -15.42102 -25.56927
H: -0.76964 1.14351 -27.60966
H: 0.45764 -2.50082 -25.24215
H: -7.61891 -6.13427 -35.69962
H: -12.00612 1.61415 -31.10336
H: -6.85955 -1.04213 -26.47511
H: -0.20239 3.29201 -25.48411
H: -3.39496 -7.42832 -32.80487
H: -6.24611 -5.33003 -35.10838
H: -7.38712 -3.20389 -24.40755
H: -6.55441 -0.36950 -32.07977
H: 4.64371 -16.79282 -20.11356
H: -2.76730 -5.75436 -25.79838
H: -9.58337 -5.57448 -21.52701
H: -4.87079 8.02711 -29.39643
H: -8.84788 -4.03998 -35.51913
H: -13.65858 1.35854 -33.19228
H: -9.46920 -0.54571 -16.75462
H: -12.83008 -2.09555 -22.65960
H: -3.32093 -6.65212 -27.15619
H: -6.55979 -1.21924 -38.25205
H: -8.22111 7.72225 -27.64579
H: -5.11820 -3.23027 -36.43615
H: -7.50608 -12.68714 -30.56229
H: -4.54131 -2.11108 -37.54498
H: -11.05489 0.18391 -21.83654
H: -11.79854 -0.94705 -23.73054
H: -6.86519 8.08184 -31.19577
H: 2.70382 -17.38050 -21.13491
H: -7.04098 -4.76264 -36.68232
H: -8.10006 -2.14423 -26.47076
H: -16.64840 3.42010 -31.21589
H: -6.20669 3.61279 -25.51559
H: -16.61106 1.28592 -32.82122
H: -1.28733 -15.80180 -24.12704
H: -8.95758 -4.11688 -18.88643
H: -12.78210 -0.06783 -21.66252
H: 2.64595 1.02381 -20.80908
H: 3.31042 0.87594 -22.42860
H: -5.76636 -1.39172 -33.06088
H: 5.35439 -11.53535 -23.91767
H: -15.64160 0.59832 -34.21947
H: 1.66751 -9.67987 -30.70892
H: 3.19013 -12.01949 -22.04660
H: -1.32693 -13.19966 -23.70519
H: -5.32117 0.46336 -34.82258
H: -5.31678 6.40240 -29.92198
H: -10.00790 -5.95599 -19.85037
H: 2.54040 -2.23396 -26.39442
H: 5.98834 -12.14354 -22.50912
H: 2.18507 -0.29147 -21.85242
H: -4.67577 0.97854 -33.29816
H: -7.83060 -11.00127 -28.59363
H: 4.22060 -14.00542 -33.45307
H: -12.35008 2.84608 -28.23346
H: -8.47917 -4.62697 -33.94436
H: -5.23047 -7.49207 -31.08516
H: -11.16909 -2.35823 -22.93244
H: -13.01811 3.58789 -29.68497
H: -9.65104 6.78360 -27.82096
H: 3.79408 -15.26430 -20.36001
H: -6.22525 1.53140 -33.64113
H: -9.42371 0.22570 -18.34369
H: -18.81966 2.86731 -29.03556
H: -0.28523 -9.24743 -22.38033
H: -4.05731 4.06624 -24.86752
H: -15.84141 2.30468 -33.87379
H: 4.65078 -16.64988 -26.06895
H: -6.55477 -9.83795 -28.51933
H: -4.34908 -8.90168 -33.12444
H: 4.65506 -13.11473 -23.24650
H: -6.22436 -14.02222 -28.82990
H: -0.29115 -13.01571 -25.13444
H: -9.47685 -9.16907 -29.38614
H: -11.17547 1.18108 -16.83370
H: -8.99910 -9.28762 -27.72305

SMILES string: CCOP(=O)(OCC)OCC.CCOP(=O)(OCC)OCC.CCOP(=O)(OCC)OCC.CCOP(=O)(OCC)OCC.CCOP(=O)(OCC)OCC.CCOP(=O)(OCC)OCC.CCOP(=O)(OCC)OCC.CCOC(=O)OC.CCOC(=O)OC.CCOC(=O)OC
total charge: 0
E_tot: -7308.8334 Ha
strongest force on any atom: 4.6 eV/Å
Kohn-Sham gap: 0.39168 hartree
LUMO energy: 0.2 eV

=====

A 11-piece molecular cluster, C54H132Cl6O32P8 overall at a distorted geometry, computed with ωB97M-V/def2-TZVPD.

Positions of all 232 atoms, in Å:
Cl: 5.63969 0.83525 7.26970
Cl: -2.69967 1.53257 4.14682
Cl: 3.26185 0.83743 4.65829
Cl: -0.27528 2.92222 5.85753
Cl: 3.39059 3.97635 4.14255
Cl: 0.99207 5.71197 1.93957
P: 0.11668 2.01321 0.00307
P: 1.98405 -2.63299 6.79695
P: -5.02854 -3.82748 4.33265
P: 2.86212 6.49386 -2.40763
P: -8.66293 -0.71786 -1.55679
P: 3.24198 0.40732 -5.72238
P: 5.86255 0.04408 -0.56244
P: -2.12758 -2.22716 -4.76595
O: 3.39942 7.86682 -2.32427
O: 3.48642 -0.28487 -7.13317
O: -9.60134 -1.52408 -2.33589
O: 4.61830 0.52200 -5.02296
O: 2.98854 5.73853 -1.06994
O: -5.77247 -5.07708 4.35993
O: 6.84336 -1.14060 -0.43627
O: 0.82246 -2.46639 5.73793
O: -8.99535 -0.35696 -0.04499
O: 6.21289 0.59263 0.90703
O: -1.51163 -1.64620 -3.59381
O: -0.91918 0.75951 0.17765
O: -8.42105 0.74477 -2.15540
O: -3.69249 -1.96022 -4.96218
O: -3.70420 -3.75826 3.41556
O: -4.46280 -3.43190 5.76360
O: 4.41106 -0.58527 -0.50587
O: 2.73311 -0.87732 -5.00833
O: -5.66032 -2.44795 3.85787
O: -0.43802 3.15909 0.74334
O: 3.36119 -2.43310 5.97193
O: -1.39757 -1.76650 -6.08220
O: 2.54823 1.66595 -5.74108
O: 1.85152 -1.70885 7.91555
O: 3.54135 5.49198 -3.39002
O: 1.59100 1.39177 0.42569
O: 5.93444 0.93360 -1.73088
O: 0.29784 2.11289 -1.52953
O: 1.33186 6.47825 -2.89575
O: -2.21512 -3.79657 -4.81540
O: 2.05927 -4.17760 7.17521
O: -7.20293 -1.30965 -1.43330
C: 1.85761 1.17805 1.90752
C: 3.80172 5.60061 -4.83153
C: -1.17733 -4.60380 -4.33431
C: -0.50291 3.08933 4.04815
C: 3.10915 1.51546 6.30368
C: 2.69677 4.31955 -1.05691
C: 3.48971 -2.61069 -7.54855
C: -0.50606 2.72950 -3.69087
C: 0.96262 -4.92927 7.68585
C: -4.56765 0.29016 -4.70322
C: 5.13735 6.23952 -5.20871
C: -11.14478 -1.17155 0.50076
C: 5.33015 1.76130 -4.71097
C: -10.35833 0.10152 0.17186
C: -2.97490 -4.97177 3.19463
C: -8.32495 0.93596 -3.56279
C: 4.37647 -1.42255 -7.37854
C: -0.34949 -0.68821 -6.06505
C: -6.60175 -2.40206 2.71100
C: -1.18419 -1.60971 4.90322
C: -0.27157 3.22490 -2.24664
C: 0.69145 -6.17876 6.90623
C: -1.45700 -1.58022 0.12388
C: -9.65435 0.81655 -4.24039
C: -4.59420 -2.73215 8.08866
C: 2.54851 -1.00739 -3.57427
C: 4.06439 -1.59162 0.53837
C: -4.22922 -0.83516 -5.64245
C: -0.04264 -1.32419 5.84558
C: -1.90836 3.01829 3.55527
C: 6.81144 1.37676 -4.54503
C: 8.58061 -1.40922 1.24405
C: 2.47095 6.27035 2.77684
C: 7.07421 2.83054 1.01329
C: 0.58188 7.64263 -2.46165
C: -5.41543 -3.04478 6.81703
C: -7.05877 -2.70134 -1.85866
C: -0.96087 -5.67116 -5.29096
C: 3.78973 3.61048 -0.34191
C: 6.01807 1.86556 1.53530
C: 3.82272 0.73473 7.40842
C: 3.54173 -2.91850 4.61722
C: 8.27864 -0.95350 -0.18271
C: -0.90373 0.62745 -6.58554
C: -2.20001 -5.50164 4.45950
C: 2.68638 0.28947 -2.73946
C: 2.67603 5.61781 4.16576
C: 0.89488 0.06155 2.43007
C: 5.05446 -2.81490 4.27601
C: -1.17013 -0.35197 -0.64554
C: 2.80257 -2.33137 0.15176
C: -7.92531 -3.22349 3.06046
C: -0.71536 7.76653 -3.29342
C: -5.55534 -2.87133 -2.04859
H: -2.52036 3.84041 3.86587
H: -5.00443 -2.97759 -1.09774
H: 2.33577 7.33389 2.90007
H: -6.12625 -3.82044 7.07913
H: 5.96540 5.85355 -4.64873
H: 1.03410 -0.10841 3.49815
H: 6.17683 1.63971 2.61125
H: 2.04630 1.11726 -3.01923
H: 1.74417 4.19461 -0.54358
H: 0.23862 7.42966 -1.42688
H: -0.17269 0.38449 2.27936
H: 3.33793 -1.64901 -3.21199
H: 0.70683 -5.96509 5.88398
H: -5.31792 0.03531 -4.01706
H: -1.38623 8.43471 -2.79673
H: -7.43255 -3.40778 -1.05342
H: -3.71100 0.65769 -4.13844
H: -3.71796 -5.77582 2.89475
H: -4.26060 -3.72086 8.38361
H: 8.61786 0.06164 -0.38408
H: -5.98191 -2.14962 6.42283
H: 0.39843 4.06158 -2.23309
H: 4.99465 -1.17685 -8.24490
H: -0.20167 4.06775 3.74642
H: -0.52739 8.04591 -4.34989
H: 3.05559 6.28658 -5.25734
H: -1.17943 3.48577 -4.08268
H: 1.39401 -7.02679 7.06187
H: -7.94310 1.92177 -3.65007
H: -0.27282 -0.53269 -1.22083
H: 3.74970 4.58726 -5.25087
H: -1.31361 -2.40826 -0.56638
H: -11.54730 -1.79348 -0.35839
H: 1.67059 2.14177 2.43843
H: 2.65846 3.98949 -2.10413
H: 4.94230 2.19750 1.36405
H: -10.28317 0.75048 1.06609
H: -2.44939 -1.67986 0.60176
H: -0.86812 -2.04402 3.96777
H: -10.30050 1.59365 -3.96662
H: -10.46484 -1.88622 1.04094
H: -1.18326 3.51217 -1.76451
H: 8.08324 2.40994 1.19181
H: -11.98155 -1.03625 1.21802
H: 2.61078 -3.16703 0.80283
H: 8.10928 -0.92115 2.08020
H: 0.41944 -1.06540 -6.67899
H: -1.43925 -4.84526 4.83208
H: 1.69462 5.63389 4.59728
H: -0.27072 -1.27653 6.90441
H: 4.88498 -2.28091 0.58217
H: 2.72518 -2.44685 -8.29898
H: 1.08910 -0.83812 1.91370
H: 8.66638 -1.63111 -0.92104
H: 8.40917 -2.49075 1.35107
H: 0.02721 -0.54908 -5.04089
H: 5.25164 -1.74801 4.35091
H: 5.35231 2.41678 -5.51830
H: 2.98644 -3.00442 -6.63940
H: 3.94757 -1.05001 1.49263
H: 2.99406 -2.20266 4.02278
H: 0.48496 -0.40121 5.61460
H: 2.40391 -0.00489 -1.70535
H: 2.97282 -2.85910 -0.78056
H: -1.74979 1.09291 -6.02457
H: -5.16199 -2.29287 8.91038
H: -2.99282 -5.73103 5.26389
H: 0.03459 2.21624 3.63094
H: -0.30201 -3.92599 -4.13461
H: 3.73599 0.54429 -2.77917
H: 3.66656 -0.35847 7.39606
H: -8.59682 -3.16092 2.16393
H: 6.91847 2.99786 -0.06869
H: -1.81462 -2.39387 5.35888
H: -1.46679 -5.03356 -3.35685
H: 3.35596 6.22140 4.72010
H: -5.10655 -2.05113 -2.55012
H: -6.79276 -1.31361 2.64666
H: -3.75272 -2.08911 7.87063
H: 6.89600 3.88311 1.43330
H: 1.87095 -1.78876 0.01942
H: 5.62612 -3.51291 4.93355
H: -7.68004 -4.31396 3.14415
H: 7.08725 2.08231 -3.69908
H: -1.98900 -6.09674 -5.38145
H: 5.19065 -3.08399 3.25384
H: 7.33130 1.42843 -5.43131
H: -10.15227 -0.20239 -4.04734
H: -4.89180 1.19832 -5.27933
H: -0.26328 -6.46472 -4.96597
H: -0.09066 1.34453 -6.63780
H: 4.12200 -3.37536 -7.90641
H: -1.92012 -0.08576 -1.36369
H: -8.33914 -2.90958 4.00819
H: -3.52446 -0.55067 -6.45853
H: -7.68913 0.16200 -3.94414
H: 0.99909 -5.05200 8.77902
H: 0.36382 2.70058 -4.29072
H: -6.03463 -2.66750 1.83078
H: -7.69101 -2.76747 -2.74993
H: -0.73507 -1.85157 0.96264
H: 3.05930 -3.89334 4.55073
H: -5.10165 -1.23398 -6.12331
H: -1.20493 0.54128 -7.59807
H: 2.85201 0.85511 1.95691
H: -1.00824 1.71143 -3.73171
H: 1.17827 8.57332 -2.58736
H: 4.77359 3.76487 -0.78656
H: -0.58551 -5.39561 -6.29858
H: 0.04240 -4.40218 7.55488
H: -5.32527 -3.73450 -2.64187
H: 1.50431 -1.42412 -3.45935
H: 3.53124 2.58221 -0.32437
H: -10.84030 0.66906 -0.58016
H: -1.81760 -6.55068 4.27702
H: 3.86871 4.01560 0.70345
H: 4.95602 2.29465 -3.81911
H: -2.42319 -4.70935 2.30555
H: -1.79465 -0.74933 4.59401
H: 5.00695 7.32640 -5.18925
H: 3.56623 1.16667 8.35390
H: -1.15204 6.76522 -3.39976
H: 3.35660 6.01222 2.15234
H: 2.03261 1.47217 6.46346
H: -9.42556 0.92170 -5.33250
H: 9.64695 -1.28641 1.52476
H: 3.43378 2.52149 6.36474
H: 5.03822 -1.68605 -6.49430
H: -1.73159 3.07110 2.47931
H: 5.30772 5.95100 -6.24166
H: 6.79518 0.32624 -4.17448
H: -0.31436 -6.55730 7.13125

SMILES string: CCOP(=O)(OCC)OCC.CCOP(=O)(OCC)OCC.CCOP(=O)(OCC)OCC.CCOP(=O)(OCC)OCC.CCOP(=O)(OCC)OCC.CCOP(=O)(OCC)OCC.CCOP(=O)(OCC)OCC.CCOP(=O)(OCC)OCC.ClCCCl.ClCCCl.ClCCCl
total charge: 0
E_tot: -10037.1579 Ha
energy above the lowest of the compared OMol25 structures with the same formula, charge and spin: 0.0 kJ/mol
strongest force on any atom: 4.6 eV/Å
Kohn-Sham gap: 0.38691 hartree
LUMO energy: 0.3 eV

=====

Question: Among the records above, which one has the highest E_tot?
Answer: C54H129O37P7

=====

Question: strongest force on any atom of number 2 (C54H132Cl6O32P8)?
Answer: 4.6 eV/Å

=====

Question: The highest E_tot belongs to which entry?
Answer: C54H129O37P7

=====

Question: Among the records above, which one has the highest LUMO energy?
Answer: C54H132Cl6O32P8